*w*
C3H10N3O | wB97M-V/def2-TZVPD

As for the net charge: +1. The spin multiplicity is 1. The calculation puts the HOMO energy at -13.997 eV. The gap between HOMO and LUMO comes out at 10.298 eV. Its lowest unoccupied orbital energy is -3.699 eV.

Structure (XYZ):
```
17
Properties=species:S:1:pos:R:3:lowdin_charge:R:1
C -0.28 1.48 0.86 -0.13
C 0.35 -1.52 0.65 -0.05
C -0.02 -0.57 -0.43 -0.42
N -1.45 -0.50 -0.66 0.06
N 0.38 0.80 -0.10 -0.10
N 1.68 1.15 -0.65 0.12
O -1.47 1.31 1.20 0.14
H 0.17 2.27 1.35 0.15
H 0.01 -1.30 1.65 0.08
H 1.49 -1.51 0.73 0.11
H 0.23 -2.68 0.64 0.14
H 0.55 -0.86 -1.62 0.23
H -1.52 -0.10 -1.62 0.15
H -1.77 0.48 0.52 0.15
H 1.64 0.91 -1.66 0.12
H 1.97 2.05 -0.30 0.11
H -1.95 -1.39 -0.57 0.14
```

*x*
C3H10N3O | wB97M-V/def2-TZVPD

As for the net charge: +1. The spin multiplicity is 1. The calculation puts the HOMO energy at -14.370 eV. The gap between HOMO and LUMO comes out at 11.058 eV. Its lowest unoccupied orbital energy is -3.312 eV.

Structure (XYZ):
```
17
Properties=species:S:1:pos:R:3:lowdin_charge:R:1
C -1.13 -1.96 -1.27 -0.02
C -1.18 -0.94 -0.21 -0.50
N -0.16 -1.27 0.74 0.09
O -1.90 0.09 -0.27 0.04
H -0.08 -1.93 -1.74 0.13
H -1.85 -1.70 -2.07 0.10
H -1.40 -2.97 -0.95 0.10
H -0.46 -1.08 1.69 0.12
H 0.25 -2.20 0.66 0.12
N -0.05 2.32 0.46 0.20
C 1.27 2.08 0.38 -0.15
N 1.82 0.90 0.49 0.17
H -0.80 1.63 0.42 0.09
H -0.29 3.27 0.41 0.11
H 1.89 2.97 0.29 0.16
H 2.85 0.72 0.47 0.17
H 1.22 0.07 0.51 0.07
```

The most stable of them is *x*.

*w*
C3H10N3O | wB97M-V/def2-TZVPD

As for the net charge: +1. The spin multiplicity is 1. The calculation puts the HOMO energy at -13.504 eV. The gap between HOMO and LUMO comes out at 8.260 eV. Its lowest unoccupied orbital energy is -5.244 eV.

Structure (XYZ):
```
17
Properties=species:S:1:pos:R:3:lowdin_charge:R:1
O -2.96 -2.22 -0.20 0.11
C -1.85 -1.77 -0.20 -0.33
C -1.13 -1.18 -1.38 -0.06
H -1.25 -1.79 0.74 0.10
H -0.08 -1.50 -1.42 0.08
H -1.05 -0.08 -1.28 0.08
H -1.60 -1.38 -2.34 0.10
N 0.74 2.14 -0.30 0.13
C 1.36 1.13 0.43 -0.37
N 2.62 1.46 0.99 0.12
N 0.79 0.04 0.79 0.31
H 1.20 2.31 -1.19 0.12
H 0.77 3.05 0.15 0.12
H 3.25 1.69 0.22 0.12
H 2.59 2.33 1.53 0.12
H -0.06 -0.31 0.35 0.07
H 1.27 -0.65 1.36 0.17
```

*x*
C3H10N3O | wB97M-V/def2-TZVPD

As for the net charge: +1. The spin multiplicity is 1. The calculation puts the HOMO energy at -13.730 eV. The gap between HOMO and LUMO comes out at 8.492 eV. Its lowest unoccupied orbital energy is -5.237 eV.

Structure (XYZ):
```
17
Properties=species:S:1:pos:R:3:lowdin_charge:R:1
C -1.40 2.08 -1.39 0.01
C -1.93 0.84 0.64 0.20
N -1.19 1.68 -0.02 0.01
H -0.51 1.71 -1.89 0.11
H -1.48 3.17 -1.39 0.12
H -2.27 1.60 -1.79 0.10
H -2.79 0.34 0.16 0.13
H -1.73 0.60 1.68 0.12
H -0.32 1.97 0.40 0.17
N 0.42 -2.18 0.73 0.13
C 1.12 -1.16 0.08 -0.65
N 2.17 -0.68 0.91 0.12
O 0.89 -0.68 -1.03 0.02
H 0.46 -2.13 1.74 0.10
H -0.47 -2.46 0.30 0.12
H 2.65 -1.45 1.36 0.10
H 2.84 -0.23 0.30 0.09
```

The most stable of them is *x*.

*w*
C5H12NO | wB97M-V/def2-TZVPD

As for the net charge: +1. The spin multiplicity is 3. The calculation puts the HOMO energy (alpha / beta) at -10.342 / -14.083 eV. Its expectation value of S² is 2.014. The gap between HOMO and LUMO (alpha / beta) comes out at 7.207 / 8.872 eV. Its lowest unoccupied orbital energy (alpha / beta) is -3.135 / -5.212 eV.

Structure (XYZ):
```
19
Properties=species:S:1:pos:R:3:mulliken_spin:R:1
C 0.68 2.24 -0.24 -0.09
C 0.36 0.98 -0.26 0.86
C 1.16 -0.88 1.18 0.02
C -2.03 0.67 0.00 0.90
C 1.07 -0.31 -0.23 0.04
N 0.29 -1.27 -1.10 0.03
O -2.15 -0.70 0.12 0.10
H 1.71 2.58 -0.29 0.05
H -0.06 3.01 -0.18 0.03
H 0.18 -1.10 1.58 0.00
H 1.63 -0.16 1.83 0.00
H 1.77 -1.79 1.19 0.00
H -2.31 1.04 -0.97 0.03
H -2.22 1.28 0.86 0.01
H 2.08 -0.20 -0.65 0.04
H 0.27 -0.96 -2.07 0.01
H -0.70 -1.26 -0.73 -0.01
H 0.67 -2.22 -1.05 0.00
H -2.41 -0.95 1.01 0.00
```

*x*
C5H12NO | wB97M-V/def2-TZVPD

As for the net charge: +1. The spin multiplicity is 3. The calculation puts the HOMO energy (alpha / beta) at -12.131 / -16.451 eV. Its expectation value of S² is 2.007. The gap between HOMO and LUMO (alpha / beta) comes out at 8.952 / 11.814 eV. Its lowest unoccupied orbital energy (alpha / beta) is -3.178 / -4.636 eV.

Structure (XYZ):
```
19
Properties=species:S:1:pos:R:3:mulliken_spin:R:1
C -0.21 1.42 0.31 0.05
C 0.07 -0.50 0.55 0.71
C -0.25 -1.97 0.79 0.03
C 3.04 0.56 -0.47 0.91
C -2.16 0.10 -0.63 0.03
N -0.68 0.28 -0.52 0.00
O 0.05 0.55 1.46 0.15
H 0.68 1.86 0.01 -0.02
H -0.79 2.33 0.66 0.00
H -1.22 -2.23 0.26 0.02
H -0.29 -2.04 2.00 0.01
H 0.62 -2.62 0.39 0.03
H 2.70 -0.20 -1.12 0.03
H 3.92 0.42 0.25 0.01
H 2.48 1.52 -0.39 0.03
H -2.36 -0.46 -1.49 0.00
H -2.66 -0.49 0.25 0.00
H -2.72 1.14 -0.94 0.00
H -0.23 0.32 -1.37 0.01
```

The most stable of them is *w*.

*w*
C4H8FN2OP | wB97M-V/def2-TZVPD

As for the net charge: 0. The spin multiplicity is 1. The calculation puts the HOMO energy (alpha / beta) at -8.430 / -8.432 eV. The structure (SMILES) is CCO[P@@](F)(C#N)=NC. The gap between HOMO and LUMO (alpha / beta) comes out at 8.048 / 8.048 eV. Its lowest unoccupied orbital energy (alpha / beta) is -0.382 / -0.384 eV.

Structure (XYZ):
```
17
Properties=species:S:1:pos:R:3:lowdin_charge:R:1
C -1.25 2.58 0.52 -0.28
C -0.98 -2.09 -0.04 -0.08
C 2.29 1.03 -0.99 -0.36
C -0.74 -1.26 1.21 -0.28
N -1.49 3.65 0.87 0.13
N 1.59 0.50 0.10 -0.15
O -1.25 0.07 1.02 -0.27
F -1.23 0.84 -1.37 -0.20
P -0.49 1.04 0.06 0.84
H -0.64 -3.11 0.12 0.08
H -2.04 -2.10 -0.29 0.08
H -0.42 -1.66 -0.86 0.06
H 2.56 2.09 -0.90 0.06
H 1.84 0.85 -1.98 0.06
H 3.22 0.45 -0.96 0.08
H 0.32 -1.20 1.43 0.09
H -1.29 -1.65 2.07 0.12
```

*x*
C4H8FN2OP | wB97M-V/def2-TZVPD

As for the net charge: 0. The spin multiplicity is 1. The calculation puts the HOMO energy (alpha / beta) at -8.894 / -9.567 eV. The gap between HOMO and LUMO (alpha / beta) comes out at 7.919 / 7.995 eV. Its lowest unoccupied orbital energy (alpha / beta) is -0.975 / -1.572 eV.

Structure (XYZ):
```
17
Properties=species:S:1:pos:R:3:lowdin_charge:R:1
C 4.01 -0.15 0.00 -0.31
C -0.37 1.69 -0.48 -0.09
C -0.33 -2.23 0.44 -0.27
C 0.60 1.80 0.65 -0.22
N 5.14 0.00 -0.12 0.08
N 0.05 -0.95 0.78 -0.05
O 1.93 1.23 0.14 -0.35
F 2.02 -0.63 -1.51 -0.28
P 2.15 -0.29 0.12 0.82
H 0.23 1.37 -1.34 0.08
H -1.12 0.81 -0.30 0.10
H -0.83 2.61 -0.67 0.05
H -0.31 -2.92 1.25 0.06
H 0.52 -2.68 -0.25 0.11
H -1.17 -2.13 -0.21 0.08
H 0.42 1.28 1.65 0.12
H 0.93 2.76 0.85 0.09
```

The most stable of them is *w*.

*w*
C25H39NO5P2PdS | wB97M-V/def2-TZVPD

As for the net charge: 0. The spin multiplicity is 1. The calculation puts the HOMO energy at -7.250 eV. The gap between HOMO and LUMO comes out at 6.937 eV. Its lowest unoccupied orbital energy is -0.313 eV.

Structure (XYZ):
```
74
Properties=species:S:1:pos:R:3:lowdin_charge:R:1
Pd -0.16 -0.52 0.60 0.68
C 3.10 -1.13 2.75 -0.11
C 3.20 -1.80 1.38 -0.50
C 4.68 -2.00 1.05 -0.10
P 2.12 -0.89 0.20 1.07
C 2.14 -1.62 -1.50 -0.51
C 3.46 -2.17 -2.02 -0.11
C 1.58 -0.60 -2.49 -0.12
C 2.76 0.81 0.17 -0.29
C 4.08 1.21 0.28 -0.08
C 4.39 2.54 0.50 -0.09
C 3.36 3.46 0.65 -0.07
C 2.04 3.08 0.51 -0.04
C 1.73 1.75 0.22 -0.31
N 0.41 1.32 -0.02 -0.11
C -0.38 2.06 -0.88 -0.31
C 0.14 3.05 -1.75 -0.03
C -0.70 3.79 -2.56 -0.08
C -2.08 3.59 -2.54 -0.09
C -2.59 2.58 -1.74 -0.11
C -1.76 1.80 -0.95 -0.29
P -2.28 0.37 0.02 1.04
C -3.39 1.00 1.36 -0.53
C -4.31 2.16 0.99 -0.11
C -2.48 1.39 2.53 -0.12
C -3.25 -0.71 -1.13 -0.52
C -2.25 -1.43 -2.05 -0.12
C -4.36 -0.08 -1.96 -0.10
H 3.62 -1.75 3.48 0.09
H 2.07 -1.02 3.09 0.05
H 3.58 -0.15 2.73 0.07
H 2.73 -2.78 1.44 0.07
H 5.27 -1.15 1.38 0.07
H 4.90 -2.18 0.00 0.04
H 5.04 -2.87 1.60 0.09
H 1.43 -2.45 -1.40 0.09
H 4.25 -1.42 -2.01 0.08
H 3.33 -2.49 -3.06 0.08
H 3.80 -3.04 -1.46 0.07
H 2.27 0.24 -2.61 0.08
H 0.62 -0.20 -2.17 0.04
H 1.44 -1.07 -3.46 0.08
H 4.88 0.48 0.20 0.09
H 5.43 2.86 0.58 0.10
H 3.59 4.50 0.88 0.11
H 1.25 3.80 0.62 0.12
H 1.20 3.23 -1.80 0.11
H -0.27 4.54 -3.21 0.11
H -2.73 4.19 -3.16 0.10
H -3.66 2.41 -1.74 0.09
H -4.00 0.14 1.66 0.09
H -3.73 3.03 0.68 0.08
H -4.90 2.44 1.86 0.08
H -5.01 1.91 0.19 0.06
H -1.82 2.22 2.24 0.08
H -1.86 0.56 2.86 0.06
H -3.09 1.73 3.38 0.08
H -3.70 -1.45 -0.48 0.07
H -1.78 -0.72 -2.73 0.08
H -2.77 -2.17 -2.66 0.08
H -1.47 -1.94 -1.49 0.05
H -3.96 0.52 -2.78 0.07
H -5.04 0.53 -1.37 0.06
H -4.96 -0.88 -2.42 0.08
O -1.05 -4.16 2.58 -0.18
S 0.20 -3.25 2.10 0.36
O 0.09 -1.98 2.79 -0.37
O 0.04 -3.02 0.65 -0.40
O 1.30 -4.10 2.46 -0.29
C -3.49 -3.14 1.55 -0.11
O -3.16 -2.00 1.66 -0.04
H -4.10 -3.64 2.33 0.11
H -1.81 -3.54 2.71 0.03
H -3.16 -3.77 0.71 0.11
```

*x*
C25H39NO5P2PdS | wB97M-V/def2-TZVPD

As for the net charge: 0. The spin multiplicity is 1. The calculation puts the HOMO energy (alpha / beta) at -7.055 / -7.020 eV. The gap between HOMO and LUMO (alpha / beta) comes out at 4.639 / 4.164 eV. Its lowest unoccupied orbital energy (alpha / beta) is -2.416 / -2.856 eV.

Structure (XYZ):
```
74
Properties=species:S:1:pos:R:3:lowdin_charge:R:1
Pd -0.25 -0.37 0.54 0.71
C 3.13 -0.88 2.59 -0.10
C 3.23 -1.54 1.21 -0.50
C 4.72 -1.72 0.85 -0.10
P 2.13 -0.65 0.04 1.10
C 2.08 -1.36 -1.66 -0.51
C 3.40 -1.86 -2.22 -0.11
C 1.45 -0.34 -2.61 -0.11
C 2.70 1.05 0.02 -0.29
C 4.03 1.46 0.11 -0.08
C 4.34 2.79 0.32 -0.09
C 3.30 3.71 0.47 -0.07
C 1.99 3.31 0.35 -0.04
C 1.67 1.98 0.07 -0.32
N 0.36 1.55 -0.17 -0.07
C -0.42 2.29 -1.04 -0.32
C 0.11 3.28 -1.90 -0.03
C -0.71 4.03 -2.71 -0.08
C -2.09 3.82 -2.72 -0.10
C -2.61 2.81 -1.94 -0.11
C -1.78 2.03 -1.14 -0.29
P -2.30 0.59 -0.19 1.05
C -3.32 1.26 1.20 -0.50
C -4.21 2.44 0.83 -0.11
C -2.35 1.64 2.33 -0.11
C -3.25 -0.50 -1.35 -0.50
C -2.23 -1.22 -2.25 -0.11
C -4.35 0.14 -2.20 -0.10
H 3.66 -1.50 3.31 0.09
H 2.10 -0.80 2.93 0.05
H 3.59 0.11 2.58 0.08
H 2.76 -2.52 1.27 0.07
H 5.31 -0.87 1.19 0.06
H 4.93 -1.89 -0.20 0.04
H 5.07 -2.59 1.40 0.09
H 1.39 -2.20 -1.55 0.09
H 4.17 -1.08 -2.22 0.08
H 3.25 -2.17 -3.26 0.08
H 3.78 -2.73 -1.67 0.07
H 2.11 0.52 -2.76 0.08
H 0.50 0.04 -2.24 0.03
H 1.28 -0.80 -3.59 0.08
H 4.82 0.74 0.02 0.09
H 5.37 3.11 0.38 0.10
H 3.53 4.75 0.69 0.11
H 1.19 4.03 0.46 0.12
H 1.18 3.46 -1.92 0.11
H -0.27 4.78 -3.36 0.10
H -2.74 4.43 -3.35 0.10
H -3.67 2.64 -1.95 0.08
H -3.93 0.42 1.54 0.10
H -3.62 3.29 0.48 0.08
H -4.75 2.75 1.72 0.08
H -4.94 2.19 0.07 0.06
H -1.69 2.45 2.01 0.08
H -1.75 0.80 2.65 0.05
H -2.92 1.99 3.20 0.08
H -3.70 -1.23 -0.70 0.07
H -1.75 -0.51 -2.93 0.08
H -2.74 -1.98 -2.85 0.08
H -1.46 -1.71 -1.66 0.05
H -3.94 0.74 -3.01 0.07
H -5.03 0.76 -1.61 0.06
H -4.94 -0.66 -2.64 0.08
O -1.04 -3.62 2.41 -0.20
S 0.18 -2.82 1.98 0.36
O 0.10 -1.45 2.56 -0.41
O 0.08 -2.63 0.48 -0.45
O 1.36 -3.55 2.37 -0.27
C -2.96 -2.54 1.16 -0.11
O -2.57 -1.29 1.25 -0.22
H -3.89 -2.77 1.69 0.13
H -2.05 -3.25 1.90 0.08
H -2.85 -3.05 0.19 0.12
```

The most stable of them is *w*.